63
Properties=species:S:1:pos:R:3 method="wB97M-V/def2-TZVPD" de_lowest_kj_mol=44.4 multiplicity=5 charge=+1 s2=6.06
Rh 0.1250 -0.3936 0.0008
O 3.8447 0.3965 1.2914
C 2.6284 0.1949 1.2463
N 1.9381 0.1341 -0.0012
C 2.6748 0.1182 -1.2354
C 1.7067 0.0302 -2.3823
C 2.0949 0.1827 -3.7006
C 1.1454 0.1207 -4.7064
C -0.1833 -0.0814 -4.3537
C -0.5028 -0.2364 -3.0243
N 0.4154 -0.1978 -2.0488
C 1.7165 0.0068 2.3338
C 2.0932 0.0941 3.6892
C 1.1392 0.0212 4.6612
C -0.2254 -0.1449 4.2875
C -0.5451 -0.2533 2.9642
N 0.3822 -0.1985 1.9881
H 3.3795 -0.7225 -1.2528
H 3.2979 1.0165 -1.3038
H 3.1377 0.3504 -3.9353
H 1.4275 0.2355 -5.7437
H -0.9621 -0.1270 -5.1014
H -1.5268 -0.4012 -2.7142
H 3.1432 0.2285 3.9109
H 1.4076 0.0956 5.7058
H -1.0045 -0.1943 5.0340
H -1.5710 -0.4012 2.6458
C -2.5641 -4.3262 -0.0080
Si -1.1744 -3.0737 -0.1563
C -0.2427 -3.3767 -1.7733
C 0.0517 -3.3153 1.2589
N -1.6371 -1.3513 -0.1166
C -2.7929 -0.7216 -0.3494
C -4.0151 -1.3677 -0.6735
C -5.1385 -0.6435 -0.9778
C -5.1038 0.7552 -0.9764
C -3.9393 1.4325 -0.6408
C -2.8098 0.7136 -0.3083
O -1.6399 1.2871 0.0892
C -1.5073 2.6838 0.0699
C -0.9093 3.2777 -1.0268
C -0.7130 4.6501 -1.0203
C -1.1125 5.4032 0.0744
C -1.7095 4.7883 1.1660
C -1.9095 3.4161 1.1714
H -2.1152 -5.3074 0.1586
H -3.1583 -4.3932 -0.9214
H -3.2306 -4.1218 0.8319
H -0.0261 -4.4426 -1.8686
H 0.7099 -2.8460 -1.7858
H -0.8180 -3.0730 -2.6502
H 0.3925 -4.3534 1.2523
H -0.3973 -3.1086 2.2315
H 0.9429 -2.6889 1.1597
H -4.0426 -2.4474 -0.6880
H -6.0565 -1.1589 -1.2248
H -5.9904 1.3192 -1.2312
H -3.9082 2.5133 -0.6286
H -0.6008 2.6659 -1.8667
H -0.2478 5.1311 -1.8701
H -0.9506 6.4726 0.0797
H -2.0159 5.3783 2.0190
H -2.3612 2.9154 2.0187

---

155
Properties=species:S:1:pos:R:3 method="wB97M-V/def2-TZVPD" charge=+1
C -2.2554 0.2746 -5.0856
C -3.2663 1.1327 -4.3639
N -3.0090 1.5542 -2.9255
Cl -4.2357 1.3180 -1.6921
C -1.8160 2.0939 -2.5132
N -1.6409 2.4741 -1.0597
C -0.2076 2.9761 -0.9993
N 0.3849 2.9002 -2.4128
N -0.5517 2.3868 -3.2972
H -2.3251 -0.8927 -4.9332
H -1.3979 0.8099 -5.7207
H -4.2733 1.4201 -4.9345
H 0.3810 3.3787 -0.0567
H 1.3682 3.1845 -2.6854
H -0.3589 2.2218 -4.3104
C -0.8345 4.0350 3.7462
C -0.5904 2.8719 2.8224
O 0.5336 2.6270 2.3871
C -1.7747 2.0201 2.4514
H 0.1099 4.5596 3.9265
H -1.5399 4.7323 3.2874
H -1.2226 3.6749 4.7024
H -2.5221 2.6276 1.9349
H -2.2048 1.5702 3.3498
H -1.4492 1.2188 1.7795
C 1.7605 1.2806 4.8073
C 2.5715 0.2534 5.5510
O 2.1406 -0.2855 6.5692
C 3.9303 -0.0888 5.0009
H 0.8030 1.4267 5.3187
H 2.2955 2.2333 4.7876
H 1.5641 0.9332 3.7898
H 4.5620 0.8029 4.9898
H 3.8306 -0.4972 3.9921
H 4.4008 -0.8437 5.6398
C -1.1966 8.2828 -2.4943
C -2.1059 7.0893 -2.3728
O -3.2395 7.1948 -1.9075
C -1.5745 5.7615 -2.8425
H -1.7127 9.1720 -2.1168
H -0.2935 8.1239 -1.8998
H -0.9378 8.4474 -3.5433
H -0.6881 5.4902 -2.2636
H -1.3325 5.8138 -3.9070
H -2.3391 4.9916 -2.6943
C 2.8029 -1.3552 -6.2608
C 1.7486 -0.7490 -5.3737
O 0.8841 -0.0014 -5.8283
C 1.7929 -1.0926 -3.9088
H 2.6468 -1.0194 -7.2915
H 3.7943 -1.0319 -5.9339
H 2.7297 -2.4453 -6.2332
H 2.7394 -0.7576 -3.4771
H 1.6748 -2.1710 -3.7764
H 0.9724 -0.5839 -3.3917
C -0.2088 -4.8040 -6.8773
C 0.8190 -4.8136 -7.9771
O 1.9748 -4.4452 -7.7743
C 0.3779 -5.2913 -9.3348
H 0.2511 -4.4356 -5.9541
H -1.0343 -4.1401 -7.1459
H -0.5770 -5.8184 -6.7041
H -0.4215 -4.6491 -9.7130
H 0.0358 -6.3273 -9.2710
H 1.2237 -5.2435 -10.0288
C -3.3600 -1.9244 0.9744
C -2.3255 -1.7292 2.0504
O -2.3362 -0.7344 2.7736
C -1.2772 -2.7981 2.2071
H -4.0514 -1.0750 0.9774
H -2.8742 -1.9764 -0.0031
H -3.9278 -2.8383 1.1665
H -0.6986 -2.8892 1.2844
H -1.7523 -3.7509 2.4540
H -0.5980 -2.5237 3.0211
C 0.3513 1.6754 -8.1796
C -0.6332 2.1903 -9.1952
O -1.2723 3.2227 -8.9987
C -0.8058 1.3932 -10.4603
H 0.3711 2.3515 -7.3181
H 0.0479 0.6826 -7.8380
H 1.3518 1.6379 -8.6179
H -1.1608 0.3877 -10.2205
H 0.1431 1.3431 -11.0003
H -1.5476 1.8834 -11.0998
C 4.0931 1.4134 8.1645
C 5.2153 2.4165 8.1480
O 5.6595 2.8606 7.0905
C 5.7734 2.8551 9.4755
H 3.7911 1.1899 7.1357
H 4.4288 0.4880 8.6393
H 3.2340 1.8258 8.6995
H 6.1840 1.9941 10.0088
H 4.9891 3.3318 10.0689
H 6.5771 3.5803 9.3095
C -4.5138 -7.9129 -4.9929
C -3.3916 -6.9097 -5.0094
O -2.9474 -6.4656 -6.0669
C -2.8335 -6.4711 -3.6819
H -4.8158 -8.1364 -6.0217
H -4.1781 -8.8382 -4.5181
H -5.3729 -7.5004 -4.4579
H -2.4230 -7.3322 -3.1486
H -3.6178 -5.9945 -3.0885
H -2.0298 -5.7459 -3.8479
C 3.5698 4.6195 13.6921
C 2.9159 4.0971 12.4410
O 3.5039 3.3213 11.6892
C 1.5147 4.5608 12.1449
H 4.5782 4.2006 13.7766
H 3.6464 5.7087 13.6443
H 2.9906 4.3168 14.5681
H 1.4997 5.6473 12.0282
H 0.8440 4.2554 12.9520
H 1.1707 4.1032 11.2112
C 5.5966 8.1516 7.8119
C 4.6873 6.9582 7.9333
O 3.5537 7.0637 8.3987
C 5.2187 5.6304 7.4636
H 5.0805 9.0409 8.1893
H 6.4997 7.9927 8.4064
H 5.8554 8.3162 6.7629
H 6.1051 5.3591 8.0425
H 5.4607 5.6827 6.3991
H 4.4541 4.8605 7.6119
C 1.2550 0.4942 11.6576
C 0.2705 1.0091 10.6420
O -0.3686 2.0415 10.8384
C 0.0978 0.2120 9.3768
H 1.2748 1.1703 12.5190
H 0.9516 -0.4986 11.9991
H 2.2555 0.4568 11.2193
H -0.2571 -0.7935 9.6166
H 1.0468 0.1619 8.8369
H -0.6439 0.7022 8.7374
C -7.2741 -5.9700 -0.9676
C -7.0300 -7.1332 -1.8915
O -5.9060 -7.3781 -2.3267
C -8.2144 -7.9850 -2.2625
H -6.3298 -5.4454 -0.7873
H -7.9795 -5.2727 -1.4264
H -7.6623 -6.3302 -0.0115
H -8.9618 -7.3775 -2.7790
H -8.6444 -8.4348 -1.3641
H -7.8889 -8.7862 -2.9344
C 1.0279 -7.4461 -13.1237
C 0.2299 -6.1719 -13.0490
O 0.3238 -5.4152 -12.0839
C -0.6878 -5.8595 -14.2006
H 1.6456 -7.5406 -12.2242
H 0.3535 -8.3044 -13.1766
H 1.6839 -7.4228 -13.9976
H -1.4387 -6.6471 -14.3016
H -0.1083 -5.7656 -15.1225
H -1.1993 -4.9101 -14.0098

---

31
Properties=species:S:1:pos:R:3 method="wB97M-V/def2-TZVPD" de_lowest_kj_mol=325.9 charge=+1
C 1.6804 0.7030 4.2085
C 0.5224 -0.0541 4.2454
C 2.1144 1.2884 3.0690
C -0.3762 -0.2253 3.1583
C 1.2803 1.1889 1.9330
C 0.0930 0.4322 1.9842
C 0.3046 -0.3154 -2.9637
C 0.8710 -0.1346 -1.5047
C -0.8972 0.5920 -3.4577
C -0.1632 -0.5600 -0.6304
C -0.4702 -1.9626 -0.4328
N -2.1398 -0.0429 -3.2261
O -1.0772 2.0660 -0.0259
P -0.8895 0.7285 0.4927
H 2.2376 0.5947 5.1200
H 0.1482 -0.5632 5.0926
H 3.0552 1.8177 2.9062
H -1.2843 -0.8407 3.1325
H 1.6247 1.6796 1.1353
H 1.1310 -0.2205 -3.5996
H -0.0528 -1.2764 -2.9484
H 1.6954 -0.8753 -1.5637
H 1.1841 0.8888 -1.2892
H -0.9238 1.6157 -3.1072
H -0.5268 0.7603 -4.6465
H 0.3233 -2.6491 -0.7387
H -1.4674 -2.1711 -1.0716
H -0.7055 -2.1279 0.6144
H -2.9194 0.4535 -3.0182
H -2.3384 -0.8827 -3.7136
H -2.0340 0.0924 0.8458

---

no.,E (eV)
1,-49388.5539
2,-96292.5510
3,-24499.6228